Entry from the OMol25 dataset: C28H33BrMnN4OSSe as an isolated structure (ωB97M-V with the def2-TZVPD basis set).

For the max |F|, the calculation gives 0.003 Eh/bohr. The orbital gap (alpha / beta) comes out at 0.2620 / 0.2627 Eh. Its energy relative to the best compared isomer or geometry (same formula, charge and spin) is 0.00 kcal per mole. The LUMO energy (alpha / beta) comes out at -0.13 / -0.20 eV. As for the expectation value of S²: 1.2327.

Structure (ORCA input):
```
! RIJCOSX wB97M-V def2-TZVPD def2/J DEFGRID3
* xyz 0 2
Mn 0.6310 0.7137 1.9175
C 0.2951 -1.0864 -5.5314
C 1.4992 -0.3372 -4.9443
C 1.4750 1.0974 -5.4709
C 2.7943 -1.0054 -5.4252
C 1.4368 -0.3838 -3.4192
C 1.3735 0.7528 -2.6261
C 1.3250 0.5988 -1.2545
Br 1.1744 2.1584 -0.1604
C 1.3372 -0.6227 -0.5627
O 1.3001 -0.6634 0.7483
C 1.3888 -1.7821 -1.3771
C 1.4364 -1.6103 -2.7561
C 1.3723 -3.2305 -0.8537
C 1.3337 -3.3810 0.6708
C 0.1266 -3.9375 -1.4122
C 2.6312 -3.9580 -1.3507
H 0.3073 -1.0274 -6.6223
H -0.6409 -0.6523 -5.1742
H 0.3041 -2.1412 -5.2532
H 1.5275 1.0866 -6.5610
H 2.3249 1.6753 -5.1031
H 0.5570 1.6160 -5.1870
H 2.8415 -1.0002 -6.5169
H 2.8583 -2.0417 -5.0909
H 3.6673 -0.4751 -5.0407
H 1.3589 1.7469 -3.0494
H 1.4726 -2.5052 -3.3659
H 0.4411 -2.9366 1.1075
H 2.1947 -2.9186 1.1488
H 1.3390 -4.4498 0.9031
H -0.7809 -3.4204 -1.0921
H 0.0830 -4.9640 -1.0409
H 0.1268 -3.9739 -2.5026
H 3.5295 -3.4752 -0.9617
H 2.7007 -3.9718 -2.4388
H 2.6233 -4.9937 -1.0029
C 0.1148 0.0914 6.6588
N -0.9541 0.2260 5.6834
C -2.1565 0.8730 5.8875
C -2.7999 0.9047 4.7087
N -1.9758 0.2753 3.7840
C -0.8196 -0.1162 4.3901
S 0.5125 -0.8817 3.6818
C -2.3203 0.1187 2.4178
C -3.5932 -0.3409 2.1235
C -3.9673 -0.4418 0.7955
C -3.0531 -0.0951 -0.1819
C -1.7971 0.3350 0.2070
N -1.4260 0.4527 1.4877
H -0.2438 0.4725 7.6110
H 0.9762 0.6691 6.3266
H 0.3998 -0.9528 6.7602
H -2.4358 1.2683 6.8468
H -3.7442 1.3345 4.4301
H -4.2575 -0.6277 2.9259
H -4.9537 -0.8007 0.5338
H -3.2896 -0.1627 -1.2337
H -1.0498 0.5895 -0.5316
Se 0.6119 2.5702 3.5026
C -0.2775 3.9548 2.5301
C 0.4172 4.8469 1.7187
C -0.2865 5.8062 1.0064
N -1.6106 5.9457 1.0472
C -2.2686 5.1003 1.8387
C -1.6600 4.1068 2.5890
H 1.4959 4.7938 1.6443
H 0.2457 6.5020 0.3659
H -3.3465 5.2254 1.8759
H -2.2532 3.4563 3.2204
*
```

Now the Löwdin charges, all in e:
1 Mn 0.04
2 C -0.05
3 C -0.56
4 C -0.07
5 C -0.05
6 C -0.18
7 C -0.08
8 C -0.53
9 Br 0.97
10 C -0.39
11 O -0.28
12 C -0.07
13 C 0.00
14 C -0.53
15 C -0.07
16 C -0.05
17 C -0.05
18 H 0.08
19 H 0.09
20 H 0.08
21 H 0.08
22 H 0.09
23 H 0.09
24 H 0.08
25 H 0.08
26 H 0.09
27 H 0.10
28 H 0.10
29 H 0.07
30 H 0.09
31 H 0.08
32 H 0.09
33 H 0.08
34 H 0.07
35 H 0.09
36 H 0.07
37 H 0.08
38 C -0.02
39 N -0.12
40 C -0.03
41 C -0.04
42 N -0.01
43 C -0.74
44 S 0.73
45 C -0.24
46 C 0.01
47 C -0.04
48 C -0.02
49 C -0.08
50 N 0.08
51 H 0.09
52 H 0.09
53 H 0.09
54 H 0.13
55 H 0.13
56 H 0.12
57 H 0.12
58 H 0.12
59 H 0.08
60 Se 0.67
61 C -0.66
62 C -0.17
63 C -0.16
64 N 0.04
65 C -0.17
66 C -0.13
67 H 0.09
68 H 0.10
69 H 0.10
70 H 0.08